{"formula": "C40H20ClF20GeN2O2S2Tc", "method": "ωB97M-V/def2-TZVPD", "elements": ["Tc", "Ge", "Cl", "S", "S", "F", "F", "F", "F", "F", "F", "F", "F", "F", "F", "F", "F", "F", "F", "F", "F", "F", "F", "F", "F", "O", "O", "N", "N", "C", "C", "C", "C", "C", "C", "C", "C", "C", "C", "C", "C", "C", "C", "C", "C", "C", "C", "C", "C", "C", "C", "C", "C", "C", "C", "C", "C", "C", "C", "C", "C", "C", "C", "C", "C", "C", "C", "C", "C", "H", "H", "H", "H", "H", "H", "H", "H", "H", "H", "H", "H", "H", "H", "H", "H", "H", "H", "H", "H"], "xyz": [[0.35, -0.06, -0.15], [-0.81, 3.87, -1.18], [0.31, 4.73, 5.43], [0.67, 2.36, -0.89], [0.80, -0.28, -2.41], [-1.62, -4.09, 3.06], [-0.46, 2.84, -4.00], [-3.13, 4.88, 0.89], [0.53, 3.90, -6.25], [1.26, 6.52, -6.31], [0.96, 8.06, -4.09], [-5.45, 1.40, -0.39], [1.48, 5.49, 0.04], [-2.90, 5.27, -3.20], [-0.03, 7.02, -1.85], [-6.77, 2.84, -2.28], [2.78, -2.19, 0.51], [1.64, 7.14, 2.14], [-1.88, -2.03, 1.42], [0.82, -5.25, 3.46], [-2.84, 1.85, 0.05], [-2.95, 6.53, 2.98], [3.00, -4.26, 2.16], [-5.46, 4.77, -3.67], [-0.58, 7.71, 3.60], [2.02, 0.47, 1.10], [-0.79, 0.60, 1.43], [1.55, -2.93, -3.21], [1.06, -1.58, -4.79], [1.76, -3.60, -4.40], [1.07, 2.88, 3.60], [-1.55, 2.14, 3.00], [-4.80, 4.04, -2.76], [-1.97, -1.43, -2.25], [1.11, -1.69, -3.46], [-0.49, 1.49, 2.29], [1.44, -2.75, -5.40], [0.43, -1.95, 0.87], [0.78, 5.99, -5.18], [-0.97, -0.36, -1.80], [-2.32, -1.32, -3.74], [0.63, 6.77, -4.05], [-1.86, 6.27, 2.24], [-2.73, 3.52, -1.59], [0.47, 6.57, 1.82], [1.80, -3.69, 1.98], [-4.79, 2.32, -1.11], [-3.46, 4.26, -2.51], [-0.63, -2.52, 1.57], [2.00, 1.30, 2.02], [0.70, -4.20, 2.64], [0.37, 5.72, 0.74], [-3.44, 2.56, -0.90], [-1.57, -2.86, -1.93], [1.75, -3.50, -1.88], [-0.22, 4.86, -2.80], [0.02, 3.49, 4.23], [-3.24, -1.07, -1.45], [-0.53, -3.60, 2.43], [-0.08, 4.12, -3.97], [0.42, 4.66, -5.14], [-0.83, 5.13, 0.36], [-1.92, 5.42, 1.15], [-1.30, 3.11, 3.93], [-0.66, 6.86, 2.57], [-5.47, 3.06, -2.05], [0.84, 1.89, 2.62], [1.64, -2.60, 1.14], [0.13, 6.20, -2.89], [1.46, -2.88, -6.47], [-2.57, -0.29, -4.00], [1.13, -2.94, -1.18], [-2.56, 1.85, 2.77], [2.09, 3.17, 3.83], [-0.82, -3.24, -2.63], [1.44, -4.54, -1.90], [-2.12, 3.60, 4.45], [-1.49, -1.64, -4.37], [2.11, -4.62, -4.42], [-3.18, -1.95, -3.98], [-3.04, -1.05, -0.39], [-4.03, -1.81, -1.66], [-1.17, -2.94, -0.92], [0.76, -0.73, -5.24], [-3.61, -0.09, -1.76], [-2.44, -3.52, -2.01], [-1.34, 0.60, -2.18], [2.79, -3.41, -1.58], [2.97, 1.62, 2.43]], "mulliken_charge": [-0.58, 1.82, -0.26, -0.48, 0.00, -0.33, -0.06, -0.34, -0.32, -0.32, -0.32, -0.38, -0.43, -0.32, -0.29, -0.33, -0.48, -0.36, -0.39, -0.35, -0.03, -0.39, -0.35, -0.33, -0.39, -0.50, 0.46, 0.39, 0.23, -0.37, -0.98, -0.68, 0.03, 2.54, -0.41, -0.21, -0.65, 1.35, 0.83, -0.04, -1.58, -0.11, 0.38, -0.34, 0.54, 0.23, -0.02, 0.57, -0.65, -0.98, 0.71, 0.11, -0.09, -1.61, -0.38, -1.33, 0.08, -1.77, 0.07, 0.42, -0.28, -0.46, 0.44, -0.77, 0.47, 0.71, 1.73, 0.40, 0.89, 0.44, 0.20, -0.56, 0.35, 0.39, 0.19, 0.36, 0.47, 0.26, 0.46, 0.45, 0.22, 0.58, 0.01, 0.26, 0.10, 0.53, 0.29, 0.44, 0.23], "s2": 0.758, "e_above_lowest_kcal_mol": 28.9, "max_force_ev_per_a": 0.16, "lumo_ha": [0.061, 0.061], "homo_energy_ev": [-4.10, -3.74], "multiplicity": 2, "charge": -1}